Record 1
Density functional theory data (ωB97M-V/def2-TZVPD) for a cluster of 2 separate species, C2H2BrFO2S in total in a non-equilibrium geometry.

ΔE to the lowest compared entry with this formula, charge and spin (kJ/mol): 35.5
DFT total energy (Ha): -3299.839833
HOMO level (eV): -9.670
Kohn-Sham gap (Ha): 0.367

XYZ file:
```
9
Properties=species:S:1:pos:R:3:forces:R:3
C 2.27075 -1.84138 1.50481 -0.84 0.06 -0.47
C 1.32217 -2.03162 0.78279 0.97 0.29 0.29
O -0.93295 0.28084 -1.93952 -0.72 1.27 0.92
O -1.20307 1.38725 0.30062 1.84 -1.61 -3.67
F -1.16076 2.77506 -1.92909 -0.62 -1.89 1.22
S -1.75256 1.27600 -1.29422 1.14 1.18 0.25
Br 0.08304 -2.11111 -0.51489 0.05 -0.36 0.30
H 3.07696 -1.54264 2.13306 -0.04 -0.25 0.05
H -1.70357 1.80760 0.95644 -1.78 1.31 1.10
```
Positions in Å, forces in eV/Å.

The net atomic charges from natural (NBO), expressed in e, are:
1. C -0.251
2. C -0.204
3. O -0.851
4. O -0.893
5. F -0.530
6. S 1.767
7. Br 0.213
8. H 0.243
9. H 0.506

Record 2
Density functional theory data (ωB97M-V/def2-TZVPD) for a cluster of 2 separate species, C3H3N3O5S in total in a non-equilibrium geometry.

ΔE to the lowest compared entry with this formula, charge and spin (kJ/mol): 63.1
DFT total energy (Ha): -1054.474448
HOMO level (eV): -10.516
Kohn-Sham gap (Ha): 0.338

XYZ file:
```
15
Properties=species:S:1:pos:R:3:forces:R:3
C 0.16356 -0.33658 2.06601 1.44 0.50 -0.28
C 1.51147 0.10588 -0.82939 1.34 1.21 -1.49
C -0.96222 1.24577 -0.37523 -0.27 0.44 -0.08
N 0.98178 0.46840 1.91412 -0.47 0.91 0.58
N -1.26220 2.36903 -0.22445 0.73 -1.61 0.20
N -1.51398 -1.96602 1.18304 -1.90 -2.86 -1.28
O -1.54993 3.46846 0.08096 -0.31 0.56 -0.10
O -0.45956 -1.39103 2.24216 -0.05 -1.70 1.82
O -1.36142 -3.08013 1.00425 0.05 2.54 1.24
O -0.72872 -1.34834 -0.69617 1.51 2.43 -1.51
O -0.38172 0.23504 -2.62321 -0.09 -0.48 0.21
S -0.19991 -0.07993 -1.23609 -0.34 0.27 -0.27
H 1.94888 -0.67855 -1.39752 0.24 -1.63 0.01
H 2.16530 0.92087 -1.34772 -2.19 -0.44 1.07
H 1.64866 0.06712 0.23924 0.29 -0.14 -0.12
```
Positions in Å, forces in eV/Å.

The net atomic charges from natural (NBO), expressed in e, are:
1. C 0.580
2. C -0.907
3. C -0.226
4. N -0.500
5. N 0.278
6. N 0.533
7. O -0.325
8. O -0.510
9. O -0.123
10. O -0.917
11. O -0.886
12. S 2.168
13. H 0.257
14. H 0.281
15. H 0.296